Run w
A 2-piece molecular cluster, C3H11NOS overall, computed with wB97M-V/def2-TZVPD.

Each line ends with the Löwdin charge.
Geometry (Å):
N (1.830, -0.684, -1.272)  0.00
C (0.655, -0.047, -0.562)  -0.29
C (-0.664, -0.220, -1.252)  -0.26
C (-1.794, 0.245, -0.241)  -0.54
S (-3.515, -0.033, -0.946)  0.62
H (2.653, -0.529, -0.754)  0.03
H (1.871, -1.719, -1.401)  0.08
H (0.855, 0.957, -0.382)  0.08
H (0.646, -0.362, 0.493)  0.10
H (-0.897, -1.255, -1.233)  0.08
H (-0.824, 0.171, -2.267)  0.12
H (-1.741, -0.534, 0.598)  0.09
H (-1.668, 1.199, 0.115)  0.03
H (-4.233, 0.382, 0.199)  -0.12
O (2.613, 0.755, 2.759)  -0.10
H (1.706, 1.132, 2.460)  0.08
H (2.505, 0.544, 3.688)  0.02

SMILES: NCCCS.O
E_LUMO: 0.52 eV
Molar mass: 109.2 g/mol
2S+1: 1
HOMO level: -9.07 eV


Run x
A 3-piece molecular cluster, C3H11NOS overall, computed with wB97M-V/def2-TZVPD.

Each line ends with the Löwdin charge.
Geometry (Å):
C (1.963, 0.367, 0.722)  -0.15
N (0.623, 0.398, 0.170)  -0.16
C (-0.056, -0.912, -0.127)  -0.34
C (-1.306, -0.685, -1.001)  -0.63
S (-1.973, -2.370, -1.374)  0.57
H (2.336, 1.411, 0.805)  0.09
H (1.940, -0.090, 1.709)  0.07
H (2.673, -0.298, 0.247)  0.06
H (0.762, 0.815, -0.772)  0.11
H (-0.339, -1.324, 0.848)  0.11
H (0.705, -1.595, -0.495)  0.09
H (-0.991, -0.227, -1.928)  0.04
H (-2.080, -0.113, -0.466)  0.07
H (-0.543, -2.314, -2.656)  0.12
H (-1.082, 1.754, 0.928)  0.01
H (-1.738, 2.813, 1.718)  0.02
O (-0.894, 2.370, 1.673)  -0.08

E_LUMO: -0.94 eV
Molar mass: 109.2 g/mol
2S+1: 1
HOMO level: -9.15 eV


Run y
A 3-piece molecular cluster, C3H11NOS overall, computed with wB97M-V/def2-TZVPD.

Each line ends with the Löwdin charge.
Geometry (Å):
C (-1.644, -0.417, 0.676)  -0.31
O (-2.462, -1.527, 1.067)  -0.08
C (-1.513, -0.465, -0.839)  -0.29
N (-0.951, 0.810, -1.342)  -0.04
H (-0.632, -0.481, 1.098)  0.04
H (-2.100, 0.512, 1.042)  0.11
H (-2.293, -1.659, 2.003)  0.08
H (-0.851, -1.323, -0.997)  0.09
H (-2.489, -0.675, -1.296)  0.12
H (0.650, 1.049, 0.486)  0.20
H (-1.020, 0.840, -2.352)  0.06
H (0.071, 0.721, -1.208)  -0.08
C (3.178, 0.635, 0.372)  -0.55
S (1.844, -0.472, -0.193)  0.60
H (3.099, 1.544, -0.229)  0.02
H (2.981, 0.795, 1.430)  0.01
H (4.133, 0.112, 0.282)  0.02

E_LUMO: -1.31 eV
Molar mass: 109.2 g/mol
2S+1: 1
HOMO level: -9.21 eV


Which of them is the least stable? Correct choice: run y.